Here is a structure of composition C2H6AsF6N2O6RhS from the OMol25 dataset. Energies are from ωB97M-V with the def2-TZVPD basis set.

E_LUMO (spin up / spin down), eV: -5.516 / -6.778
Multiplicity: 2
Charge: +1

Element x y z (Å)
Rh -1.1705 1.3722 0.7721
C 0.2375 -2.5812 -2.9831
O -0.1895 -2.5579 -1.6004
C 0.3699 -1.8058 -0.7033
O 0.0490 -1.6783 0.4347
N 1.5217 -1.0245 -1.1451
N 2.0745 -0.2734 -0.2362
H -0.4253 -3.2880 -3.4675
H 1.2627 -2.9436 -3.0595
H 0.1053 -1.5972 -3.4327
H 1.8747 -0.9748 -2.0925
H 2.8378 0.3415 -0.4853
H 1.6517 -0.3124 0.6965
F 0.5700 0.8732 1.8337
As -0.2897 1.0796 3.5156
F 0.9380 2.1458 3.9418
F 0.4750 -0.3133 4.0591
F -1.3001 1.3549 4.8192
F -1.5213 0.1318 2.6332
F -1.0830 2.4292 2.5385
O -1.1926 0.5362 -1.0998
S -1.6491 1.9774 -1.3777
O -1.8975 2.3825 -2.6929
O -2.7265 2.0614 -0.3023
O -0.5226 2.6646 -0.5661

Here is a structure of composition C2H6AsN2O2RhS4 in a non-equilibrium geometry from the OMol25 dataset. Energies are from ωB97M-V with the def2-TZVPD basis set.

E_LUMO (spin up / spin down), eV: -2.335 / -1.312
Multiplicity: 1

Element x y z (Å)
Rh 1.4914 -0.5137 0.0881
S 1.6201 -4.5236 -1.4100
As 1.8984 -3.5962 0.4076
S 0.2430 -2.1659 0.8949
S 3.1832 -1.8013 -0.1740
S 2.6913 -4.4889 2.0717
C -2.2307 1.7812 -1.9673
O -1.8616 1.9633 -0.5783
C -0.7480 1.3688 -0.2127
O -0.0238 0.7188 -0.9581
N -0.4564 1.5591 1.0979
N 0.6401 0.8406 1.5971
H -3.1323 2.3685 -2.0953
H -2.4183 0.7279 -2.1580
H -1.4339 2.1426 -2.6114
H -1.1234 1.9900 1.7179
H 0.3353 0.1571 2.2905
H 1.3255 1.4717 1.9995

Here is a structure of composition C2H6BF4N2O8S3 in a non-equilibrium geometry from the OMol25 dataset. Energies are from ωB97M-V with the def2-TZVPD basis set.

E_LUMO, eV: 1.833
Multiplicity: 1
Charge: -1

Element x y z (Å)
O 0.2747 -0.5629 -0.6884
S -1.0504 -0.3587 -1.0748
O -1.9967 -0.9305 -0.2160
F -1.3438 -0.9681 -2.4836
N -1.3390 1.2541 -1.1368
C -2.4526 1.6256 -2.0362
C -3.5864 2.1117 -1.1228
F -4.7231 2.4027 -1.8353
B -0.0799 2.0336 -1.3571
O 0.5970 2.4856 -0.2473
O 0.3892 2.3514 -2.5897
H -2.2023 2.4536 -2.6930
H -2.8401 0.8096 -2.6365
H -3.2115 2.9860 -0.5903
H -3.7478 1.3295 -0.3851
H 0.0554 3.2018 0.1187
H 1.3331 2.1461 -2.6652
N 3.4793 -3.0747 2.0520
S 2.1979 -2.2199 1.6765
O 2.1963 -0.8642 2.1246
O 0.9508 -2.9121 1.6869
F 2.4901 -2.0624 0.1181
S 3.6080 -3.3888 3.5868
O 4.9113 -3.8599 3.9310
O 2.5013 -4.0473 4.2034
F 3.5893 -1.9418 4.2598

Here is a cluster of 2 separate species, C2H6BrClN2 in total in a non-equilibrium geometry from the OMol25 dataset. Energies are from ωB97M-V with the def2-TZVPD basis set.

SMILES: C=NN(C)Cl.Br
E_LUMO, eV: -0.095
Multiplicity: 1

Element x y z (Å)
C -0.2191 1.8978 -0.6503
N -0.7796 0.7604 -1.0388
N -0.5865 -0.4055 -0.5818
C -1.1598 -1.6115 -1.0503
Cl 0.8052 -0.7475 0.6583
H -0.7918 2.7907 -1.0033
H 0.4591 1.7903 0.1671
H -1.3650 -1.5510 -2.1732
H -0.3735 -2.3456 -0.7010
H -1.9772 -1.8074 -0.4266
Br 3.2960 1.2312 3.3284
H 2.6921 -0.0020 3.4716

Here is an isolated molecule of C2H6BrFSi in a non-equilibrium geometry from the OMol25 dataset. Energies are from ωB97M-V with the def2-TZVPD basis set.

SMILES: C[Si](C)(F)Br
E_LUMO, eV: 0.695
Multiplicity: 1

Element x y z (Å)
C -0.0366 -0.3923 -1.7204
Si 0.6108 -0.0189 0.2801
C -0.7988 0.4072 1.4926
F 1.5688 1.2042 0.0348
Br 1.9386 -1.5596 1.1409
H -0.0219 -1.3650 -1.9120
H -0.9425 0.1153 -2.1186
H 0.8508 0.0181 -2.3616
H -0.9234 1.5582 1.6051
H -1.8321 -0.0376 1.1846
H -0.4138 0.0705 2.3745

Here is an isolated molecule of C2H6BrOP in a non-equilibrium geometry from the OMol25 dataset. Energies are from ωB97M-V with the def2-TZVPD basis set.

E_LUMO (spin up / spin down), eV: 0.316 / -2.328
Multiplicity: 3

Element x y z (Å)
C -0.8393 -0.2163 -0.8638
C 0.3348 -0.5277 -0.0776
O 0.6288 1.3567 1.9760
P 0.8603 -0.1857 1.5929
Br 0.8208 -0.7618 4.1097
H -1.2860 -1.0111 -1.3778
H -1.5601 0.1714 -0.1313
H -0.7134 0.6382 -1.6121
H 0.6154 -1.4878 -0.2867
H -0.2449 1.5544 1.6968
H 2.2922 -0.2238 1.6258

Here is the ion C2H6Cl2N3 with charge +1 in a non-equilibrium geometry from the OMol25 dataset. Energies are from ωB97M-V with the def2-TZVPD basis set.

SMILES: N/C(Cl)=[NH+]/[C@H](N)Cl
E_LUMO, eV: -3.933
Multiplicity: 1
Charge: +1

Element x y z (Å)
N 2.1752 -0.3438 0.9908
C 1.1611 -0.2002 0.0770
Cl 1.4471 -0.8546 -1.4208
N 0.0370 0.3049 0.4827
C -1.5605 -0.1917 -0.2112
N -1.7460 0.5634 -1.3266
Cl -2.5003 0.0712 1.1469
H 2.1408 0.1004 1.8854
H 3.0561 -0.4045 0.5350
H -0.0171 0.3184 1.5213
H -1.1408 -1.2799 -0.5317
H -2.0131 1.5063 -1.1408
H -1.0395 0.4101 -2.0080

Here is a cluster of 2 separate species, C2H6Cl3NP in total in a non-equilibrium geometry from the OMol25 dataset. Energies are from ωB97M-V with the def2-TZVPD basis set.

E_LUMO (spin up / spin down), eV: -4.942 / -9.436
Multiplicity: 3
Charge: +1

Element x y z (Å)
C 0.4296 0.6533 0.1819
C -0.2528 -1.6411 0.3345
N 0.1794 -0.4732 -0.3636
P 0.2716 -0.3778 -2.2165
Cl -1.0997 -1.7990 -2.6497
Cl 2.0920 -1.3045 -2.3373
Cl 1.4887 3.1441 -1.8366
H 0.2996 0.6032 1.2177
H 0.8722 1.4246 -0.5020
H 1.3738 4.1746 -1.0834
H 0.6442 -2.0406 0.8554
H -0.9716 -1.3103 1.1226
H -0.7340 -2.5478 -0.1280

What did the first record say?
Here is a structure of composition C2H6AsF6N2O6RhS from the OMol25 dataset. Energies are from ωB97M-V with the def2-TZVPD basis set.

E_LUMO (spin up / spin down), eV: -5.516 / -6.778
Multiplicity: 2
Charge: +1

Element x y z (Å)
Rh -1.1705 1.3722 0.7721
C 0.2375 -2.5812 -2.9831
O -0.1895 -2.5579 -1.6004
C 0.3699 -1.8058 -0.7033
O 0.0490 -1.6783 0.4347
N 1.5217 -1.0245 -1.1451
N 2.0745 -0.2734 -0.2362
H -0.4253 -3.2880 -3.4675
H 1.2627 -2.9436 -3.0595
H 0.1053 -1.5972 -3.4327
H 1.8747 -0.9748 -2.0925
H 2.8378 0.3415 -0.4853
H 1.6517 -0.3124 0.6965
F 0.5700 0.8732 1.8337
As -0.2897 1.0796 3.5156
F 0.9380 2.1458 3.9418
F 0.4750 -0.3133 4.0591
F -1.3001 1.3549 4.8192
F -1.5213 0.1318 2.6332
F -1.0830 2.4292 2.5385
O -1.1926 0.5362 -1.0998
S -1.6491 1.9774 -1.3777
O -1.8975 2.3825 -2.6929
O -2.7265 2.0614 -0.3023
O -0.5226 2.6646 -0.5661